# 1
The following is a DFT calculation (ωB97M-V/def2-TZVPD) of C34H32BaN6S2 as an isolated structure.

Summary:
largest force on an atom = 3.0 eV/Å
frontier orbital gap = 0.1738 Eh
electronic energy = -67082.9275 eV
relative energy (zero: lowest compared OMol25 entry of this formula, charge and spin) = 3.1 kcal/mol
multiplicity = 1
HOMO = -5.04 eV

Last column: Mulliken charge in e.
Positions of all 75 atoms, in Å:
Ba -8.68380 -13.79384 -10.86843  0.8134
H -11.98216 -13.24277 -11.83546  0.1731
H -6.71438 -13.08713 -16.38118  0.2974
H -10.19823 -16.52167 -15.08957  0.4224
N -8.64439 -13.13494 -13.58677  0.9568
C -8.10060 -17.07352 -15.26909  -0.4908
H -9.62638 -15.47070 -5.49292  0.4312
H -11.70887 -15.85496 -9.89817  0.4618
H -6.90683 -14.08211 -14.04605  0.4957
C -3.92757 -13.66236 -8.68390  -0.4622
H -2.76438 -12.36943 -7.40839  0.3806
C -7.72095 -8.30855 -11.85217  -0.4990
C -11.83496 -10.76327 -14.91350  -0.5214
H -8.12876 -17.05098 -16.34970  0.3349
C -11.31338 -16.96944 -8.04444  -0.9412
H -10.38067 -12.42542 -7.86582  0.4378
C -9.29830 -16.82394 -14.57730  -0.6835
C -10.68719 -10.84377 -15.69096  -0.9269
C -8.37050 -8.71731 -10.68808  -0.7237
C -12.03262 -11.56812 -13.77325  -0.6319
C -7.59574 -13.36460 -14.40129  -0.7925
C -6.03908 -12.04560 -8.39431  0.4860
C -7.14825 -9.18514 -12.74861  -0.9563
H -4.98740 -10.94731 -6.97133  0.4556
C -9.23058 -16.84793 -13.15387  0.2179
H -8.56487 -13.69638 -6.05372  0.1538
H -5.76421 -17.28358 -12.79473  0.2214
N -11.11594 -13.34581 -12.40980  -0.0749
N -8.53285 -11.74208 -8.61864  0.6209
H -11.15177 -14.29909 -12.78539  -0.0044
H -10.23328 -10.89443 -9.47647  0.6197
H -11.77217 -17.86597 -8.35994  0.4654
H -8.19723 -11.19281 -16.86759  0.5335
C -7.55862 -12.85680 -15.68675  -0.7255
C -9.21941 -10.61880 -9.28437  -1.1893
H -6.96649 -10.21928 -8.61232  0.4360
C -10.02494 -15.73383 -6.45419  -0.9040
C -11.15069 -15.92143 -8.96297  -0.3239
H -10.60242 -10.35924 -16.66494  0.3815
H -9.37514 -9.77372 -8.59888  0.2796
C -7.94886 -17.04792 -12.46993  0.2764
C -7.24339 -11.20976 -8.13015  -1.3336
C -9.60690 -11.69601 -15.33328  0.8545
C -7.19875 -10.54381 -12.44257  -0.3503
H -6.43214 -8.96292 -13.49581  0.5053
N -10.32351 -14.86528 -8.66058  0.2330
H -5.91930 -17.34714 -15.25543  0.3608
C -6.78477 -17.30267 -13.25741  -0.6266
H -6.50384 -11.22633 -12.98080  0.3397
H -12.65046 -10.08974 -15.25711  0.3333
C -8.82321 -13.74877 -7.13832  0.2769
C -5.09670 -13.99303 -9.32124  -0.4656
N -7.93517 -10.98784 -11.38347  0.6670
C -9.33770 -12.35487 -7.51911  -1.1011
H -8.82629 -7.99004 -10.00704  0.4423
C -10.98315 -12.36799 -13.38870  0.6346
C -3.77076 -12.58860 -7.80369  -0.5697
H -5.24648 -14.83849 -10.04339  0.2904
H -9.40232 -11.74639 -6.58009  0.3203
H -10.75468 -17.64269 -6.05800  0.3627
H -7.91629 -13.87167 -7.73937  0.0583
S -10.72673 -16.54664 -12.28140  -0.4257
H -7.28432 -11.11995 -7.02423  0.4343
H -7.72234 -7.24972 -12.01317  0.4082
N -6.12080 -13.13809 -9.18644  0.5230
C -8.39874 -11.85956 -16.06830  -0.7953
H -3.05222 -14.30691 -8.81300  0.3667
S -7.75454 -16.82280 -10.77180  -0.2724
H -12.99934 -11.65014 -13.22097  0.3386
C -9.74194 -14.83730 -7.44168  0.2991
C -4.86697 -11.77876 -7.65416  -0.6444
C -8.46532 -10.09031 -10.50789  0.3804
C -9.72803 -12.48150 -14.14702  -0.4448
C -6.83314 -17.28060 -14.66052  -0.6231
C -10.70039 -16.85566 -6.82303  -0.2782

***

# 2
The following is a DFT calculation (ωB97M-V/def2-TZVPD) of C8H8NO6Os as an isolated structure.

Summary:
largest force on an atom = 7.8 eV/Å
frontier orbital gap (alpha / beta) = 0.2488 / 0.1271 Eh
electronic energy = -24629.8639 eV
relative energy (zero: lowest compared OMol25 entry of this formula, charge and spin) = 18.9 kcal/mol
multiplicity = 5
HOMO (alpha / beta) = -20.11 / -21.71 eV
<S²> = 6.0238
charge = +3

Last column: Mulliken spin population.
Positions of all 24 atoms, in Å:
H -1.33386 1.66427 4.34801  0.0030
C 0.48963 -0.66088 2.76817  0.0027
O -0.77979 2.78928 -0.32587  0.8110
H 0.26020 -1.29461 1.90490  0.0051
O 0.01490 -1.91240 -0.82951  0.1827
H -0.87105 -0.00968 4.82562  0.0000
C -0.48978 1.34881 1.90291  -0.0023
C 2.38157 -0.14413 -3.89996  0.1343
O 0.93687 -3.43888 -5.52475  0.1684
O -1.77646 0.55129 -4.58661  0.1775
H -1.06689 2.26907 1.94967  0.0015
O 3.42041 0.36627 -4.04928  0.1987
C -0.82625 -0.03531 -4.24496  0.1296
H 1.51949 -0.29249 2.69260  0.0009
C -0.22444 1.72463 -0.37429  -0.0435
H -2.32049 0.27913 3.82322  0.0048
Os 0.69920 -1.00435 -3.67637  1.6232
H 0.36969 -1.22748 3.69150  0.0017
C 0.83461 -2.51564 -4.81759  0.1369
O 0.12975 1.01187 0.76466  0.1269
H 0.08240 1.01456 -1.32495  0.0868
C 0.28693 -1.57364 -1.91540  0.2121
C -1.29572 0.61377 4.03859  0.0057
N -0.44093 0.47655 2.85970  0.0324

***

# 3
The following is a DFT calculation (ωB97M-V/def2-TZVPD) of C6H12LiO10P as an isolated structure.

Summary:
largest force on an atom = 10.8 eV/Å
frontier orbital gap = 0.0789 Eh
electronic energy = -36383.3781 eV
relative energy (zero: lowest compared OMol25 entry of this formula, charge and spin) = 32.3 kcal/mol
multiplicity = 1
HOMO = 2.14 eV
charge = -2

Last column: Mulliken charge in e.
Positions of all 30 atoms, in Å:
H 0.11083 -2.96937 1.15098  0.2087
O -1.75021 0.64043 2.74092  -0.3439
O -0.07636 1.26632 1.41117  -0.4975
H -0.97057 -3.81465 -0.16706  0.2785
O -1.38410 1.73153 -1.41503  -0.8288
H 0.36080 -4.74419 0.39511  0.2231
O 0.37219 -1.08990 -0.85460  -0.4592
C 2.00792 -0.61524 -2.96044  -0.6136
H -3.43625 -0.79606 2.12598  0.2737
C 1.01709 -2.03841 -1.31564  0.7546
O 1.78422 -1.90650 -2.43583  -0.3255
O -1.07640 3.47760 -3.17402  -0.7623
H 2.86749 -0.99450 -3.61488  0.1211
Li 0.10107 0.92260 -0.88776  0.7118
H 2.02080 2.07859 3.35836  0.3054
H 1.07539 -0.33915 -3.51027  0.3523
P -0.78485 2.18401 -2.78158  0.6039
H 2.35580 0.16364 -2.30197  0.3758
H 1.12134 2.85931 4.41643  0.4715
C -0.63668 1.28537 2.50200  0.7788
O -1.10567 1.09504 -3.73301  -0.8379
H -1.87832 -1.16480 1.38334  -0.0702
O -0.24196 1.88840 3.57006  -0.3910
H 0.94369 3.33381 2.89954  0.3290
C -2.49517 -0.18916 1.79814  -0.3169
C 1.00381 2.47452 3.60171  -0.9052
O 0.61464 2.04202 -2.37201  -0.8323
C 0.06732 -3.69382 0.21307  -0.5740
O 0.86811 -3.29762 -0.89787  -0.3404
H -2.85596 0.21019 0.85516  0.3106

***

# 4
The following is a DFT calculation (ωB97M-V/def2-TZVPD) of an isolated ion of composition C5H9N2O2 and charge +1.

Summary:
structure (SMILES) = [NH2+]=C1[NH+]=C[C@@H](CC[O-])O1
largest force on an atom = 3.7 eV/Å
frontier orbital gap (alpha / beta) = 0.3450 / 0.2531 Eh
electronic energy = -12395.4395 eV
relative energy (zero: lowest compared OMol25 entry of this formula, charge and spin) = 127.2 kcal/mol
multiplicity = 1
HOMO (alpha / beta) = -13.74 / -12.16 eV
charge = +1

Last column: Mulliken charge in e.
Positions of all 18 atoms, in Å:
N -0.45281 -0.83894 1.64219  0.0366
H -0.82291 -1.68300 -1.23771  0.3299
C -1.37201 -0.74577 0.61269  -0.6466
H 2.67136 -1.44525 0.99716  0.2779
O -0.45105 1.79757 0.45349  -0.3880
N 1.91051 -1.15851 1.56080  -0.3183
C -0.75484 0.58307 -1.51157  -0.5804
C 0.70483 -1.07509 1.08990  0.5591
C -0.17821 1.84862 -0.79070  -0.5375
H -0.58529 2.65654 -1.35814  0.4289
H -0.49444 -0.86989 2.63737  0.1977
H 1.93295 -1.33847 2.56296  0.2559
H -0.44722 0.63401 -2.58926  0.4115
H 0.84664 1.95965 -1.08408  0.3238
H -2.40556 -0.54859 0.76587  0.4149
O 0.67623 -1.01405 -0.21493  -0.3920
C -0.64889 -0.72920 -0.62974  0.3243
H -1.83475 0.92685 -1.53557  0.3023

***

# 5
The following is a DFT calculation (ωB97M-V/def2-TZVPD) of one molecule with the formula C4H9NO.

Summary:
structure (SMILES) = CCCNC=O
largest force on an atom = 0.8 eV/Å
frontier orbital gap = 0.3914 Eh
electronic energy = -7831.0436 eV
relative energy (zero: lowest compared OMol25 entry of this formula, charge and spin) = 29.4 kcal/mol
multiplicity = 1
HOMO = -9.76 eV

Last column: Mulliken charge in e.
Positions of all 15 atoms, in Å:
C 0.32554 -1.14383 0.06062  -0.7319
H 0.66882 -1.91270 -0.63507  0.2642
H -2.36348 1.12788 -0.08572  0.3438
H -0.91731 1.41321 0.87272  0.2557
H 1.52236 1.60462 0.11481  0.3102
H -1.37517 -0.86098 -1.18650  0.3537
C 1.77569 0.61262 -0.30654  0.0674
N 1.51420 -0.43111 0.57168  -0.3297
H -0.14407 -1.64676 0.91379  0.4334
C -0.72042 -0.20959 -0.60532  -0.3298
H -1.91362 -0.01626 1.19206  0.3091
H 1.38277 -0.08761 1.51629  0.3209
C -1.51893 0.62460 0.39765  -1.1149
H -0.29123 0.47343 -1.35122  0.3324
O 2.05483 0.45249 -1.46922  -0.4844